1.
Formula: C32H44N2O7PPt
Source: the OMol25 dataset
Level of theory: ωB97M-V with the def2-TZVPD basis set

Last column: Löwdin charge in e.
Atoms and positions in Å:
Pt (-1.199, -0.641, -0.979)  1.062
C (5.533, -1.856, 0.691)  -0.032
C (5.107, -0.564, -0.022)  -0.556
C (5.371, 0.647, 0.888)  -0.030
C (5.931, -0.409, -1.300)  -0.057
C (3.615, -0.625, -0.312)  -0.127
C (3.080, -0.515, -1.592)  0.030
C (1.713, -0.554, -1.770)  -0.084
N (0.865, -0.702, -0.753)  -0.082
C (1.348, -0.839, 0.503)  -0.162
C (2.709, -0.799, 0.734)  0.064
C (0.342, -1.072, 1.567)  -0.202
C (0.612, -1.001, 2.924)  0.067
C (-0.405, -1.216, 3.849)  -0.134
C (-1.676, -1.488, 3.339)  0.024
C (-1.880, -1.530, 1.975)  -0.075
N (-0.883, -1.341, 1.116)  -0.015
C (-0.186, -1.108, 5.351)  -0.556
C (-0.941, 0.136, 5.848)  -0.031
C (1.294, -0.966, 5.709)  -0.058
C (-0.744, -2.359, 6.046)  -0.036
H (6.611, -1.844, 0.854)  0.094
H (5.291, -2.733, 0.088)  0.097
H (5.050, -1.964, 1.663)  0.081
H (6.438, 0.719, 1.103)  0.095
H (4.841, 0.563, 1.837)  0.081
H (5.057, 1.572, 0.402)  0.094
H (6.989, -0.373, -1.043)  0.094
H (5.688, 0.515, -1.827)  0.091
H (5.786, -1.252, -1.978)  0.093
H (3.713, -0.400, -2.459)  0.115
H (1.273, -0.475, -2.756)  0.123
H (3.073, -0.923, 1.743)  0.116
H (1.607, -0.751, 3.257)  0.104
H (-2.516, -1.663, 3.998)  0.122
H (-2.856, -1.714, 1.541)  0.122
H (-0.546, 1.041, 5.381)  0.089
H (-0.832, 0.230, 6.929)  0.094
H (-2.006, 0.070, 5.619)  0.084
H (1.721, -0.042, 5.313)  0.086
H (1.877, -1.813, 5.341)  0.094
H (1.401, -0.936, 6.793)  0.092
H (-1.826, -2.433, 5.946)  0.080
H (-0.514, -2.317, 7.111)  0.092
H (-0.298, -3.267, 5.637)  0.097
O (-5.210, -1.048, -1.822)  0.091
C (-4.020, -1.209, -1.962)  -0.579
O (-3.189, -0.906, -0.975)  -0.265
C (-3.478, -1.803, -3.237)  -0.134
C (-4.380, -2.253, -4.191)  0.001
C (-3.950, -2.819, -5.393)  0.039
C (-2.594, -2.904, -5.594)  -0.204
O (-1.925, -3.400, -6.672)  0.049
C (-0.537, -3.311, -6.365)  -0.115
O (-0.407, -2.639, -5.107)  0.028
C (-1.684, -2.450, -4.654)  -0.202
C (-2.105, -1.901, -3.477)  0.024
H (-5.434, -2.155, -3.975)  0.124
H (-4.648, -3.174, -6.138)  0.127
H (-0.026, -2.737, -7.139)  0.139
H (-0.113, -4.315, -6.286)  0.140
H (-1.395, -1.533, -2.731)  0.032
C (1.079, 4.445, -2.104)  -0.060
C (0.239, 3.206, -2.299)  -0.258
O (0.005, 2.610, -1.003)  -0.253
P (-1.249, 1.679, -0.700)  0.638
O (-2.453, 2.561, -1.230)  -0.256
C (-3.636, 2.054, -1.916)  -0.239
C (-4.699, 3.122, -1.854)  -0.054
O (-1.304, 1.742, 0.882)  -0.272
C (-1.851, 2.840, 1.656)  -0.228
C (-0.798, 3.886, 1.952)  -0.059
H (1.253, 4.920, -3.070)  0.086
H (2.040, 4.197, -1.656)  0.081
H (0.567, 5.155, -1.455)  0.081
H (0.754, 2.477, -2.928)  0.114
H (-0.718, 3.454, -2.758)  0.113
H (-3.972, 1.145, -1.430)  0.083
H (-3.356, 1.834, -2.948)  0.128
H (-4.983, 3.319, -0.820)  0.082
H (-5.581, 2.776, -2.392)  0.090
H (-4.352, 4.050, -2.307)  0.082
H (-2.212, 2.374, 2.572)  0.120
H (-2.697, 3.264, 1.118)  0.112
H (0.097, 3.413, 2.355)  0.083
H (-1.184, 4.588, 2.691)  0.086
H (-0.528, 4.437, 1.053)  0.069

Forces on atoms 1 to 6 (eV/Å):
Pt 0.56 0.92 0.53
C -0.02 0.01 -0.03
C 0.02 0.03 0.01
C -0.02 -0.03 -0.04
C -0.05 -0.01 0.03
C -0.03 0.03 -0.01

Summary:
Energy above the lowest of the compared OMol25 structures with the same formula, charge and spin: 25.5 kcal/mol
HOMO energy (spin up / spin down): -10.29 / -10.29 eV
Total charge: +1
F_max: 1.20 eV/Å

2.
Formula: C4H6O2
Source: the OMol25 dataset
Level of theory: ωB97M-V with the def2-TZVPD basis set

Last column: natural (NBO) charge in e.
Atoms and positions in Å:
C (-1.222, -0.413, 0.434)  -0.671
C (0.190, -0.228, 1.031)  -0.094
O (1.340, -0.668, 0.097)  -0.498
C (1.347, 0.040, -1.072)  -0.176
C (0.588, 1.126, -1.143)  0.580
O (-0.233, 1.894, -1.485)  -0.465
H (-1.840, 0.497, 0.405)  0.224
H (-1.103, -0.744, -0.598)  0.236
H (-1.793, -1.187, 0.959)  0.224
H (0.405, -0.935, 1.817)  0.209
H (0.293, 0.802, 1.457)  0.191
H (2.029, -0.185, -1.902)  0.240

Forces on atoms 1 to 6 (eV/Å):
C 0.21 -0.20 -0.18
C 0.87 -0.72 -0.55
O -1.49 0.66 1.41
C -0.31 0.80 0.24
C -0.37 0.11 -2.02
O 0.47 0.13 0.72

Summary:
Energy above the lowest of the compared OMol25 structures with the same formula, charge and spin: 67.0 kcal/mol
SMILES: CCOC=C=O
HOMO energy: -8.12 eV
Total charge: 0
F_max: 2.15 eV/Å

Question: What is the energy above the lowest of the compared OMol25 structures with the same formula, charge and spin in the second record?
Answer: 67.0 kcal/mol

Question: Which of these has the highest energy above the lowest of the compared OMol25 structures with the same formula, charge and spin?
Answer: C4H6O2